28
Properties=species:S:1:pos:R:3:nbo_charge:R:1 method="wB97M-V/def2-TZVPD" e_lumo_ev="-7.040 / -6.561" gap_ev="4.711 / 5.190" s_squared=0.802 max_force_ev_per_a=6.2 homo_energy_ev="-11.750 / -11.751" charge=+1 spin_multiplicity=2
O 1.299 0.708 0.425 -0.331
V 0.156 1.623 0.994 1.637
Cl -1.673 0.746 -0.209 -0.422
C -0.005 -2.832 0.984 -0.430
C -1.276 -2.417 1.713 -0.436
C -1.192 -3.077 3.093 -0.074
O -0.126 -4.035 2.997 -0.528
C 0.270 -4.184 1.645 -0.067
H 0.795 -2.126 1.216 0.185
H -0.118 -2.979 -0.088 0.224
H -2.147 -2.752 1.144 0.219
H -1.438 -1.338 1.794 0.180
H -2.069 -3.680 3.334 0.190
H -0.993 -2.359 3.889 0.172
H -0.249 -5.036 1.194 0.174
H 1.342 -4.382 1.594 0.192
C 2.897 2.606 -2.409 -0.267
O 1.597 2.967 -2.909 -0.443
C 0.586 3.065 -2.092 1.055
O 0.673 2.888 -0.878 -0.778
O -0.475 3.425 -2.744 -0.444
C -1.681 3.798 -2.047 -0.267
H 3.575 2.735 -3.246 0.228
H 2.879 1.594 -2.017 0.201
H 3.279 3.313 -1.670 0.200
H -1.478 4.603 -1.340 0.193
H -2.102 2.937 -1.543 0.207
H -2.326 4.190 -2.823 0.229